Entry from the OMol25 dataset: one molecule with the formula C5H7N3 (ωB97M-V/def2-TZVPD).

Its molar mass is 109.13 g/mol. The calculation puts the LUMO energy at 0.823 eV. For the relative energy (zero: lowest compared OMol25 entry of this formula, charge and spin), the calculation gives 89.7 kcal per mole. The HOMO energy is -0.3505 Ha. The value obtained for the HOMO-LUMO gap is 10.36 eV.

```
15
Properties=species:S:1:pos:R:3:forces:R:3:lowdin_charge:R:1
C -0.030356 -0.352983 -1.911307 -0.8 2.6 -2.2 -0.0423
C -0.177158 0.641605 -0.722255 1.0 -0.5 -1.4 -0.2645
C -1.285450 0.277046 0.286608 -1.2 1.3 -0.6 -0.0374
C -0.157415 -0.129205 1.209834 0.4 -0.1 0.5 -0.2126
C 0.592210 -0.416253 2.319190 0.0 0.2 0.6 -0.0722
N 1.950947 -0.118853 1.971679 -2.0 -1.1 -0.3 0.0027
N 1.981573 0.217198 0.693619 0.6 -0.1 1.1 0.0283
N 0.744414 0.145459 0.271078 0.6 0.7 1.1 -0.1416
H 0.917476 -0.131379 -2.443987 -0.2 -0.5 0.7 0.0813
H -0.093828 -1.372310 -1.553421 0.0 -0.1 0.0 0.0797
H -0.772670 -0.146916 -2.768086 0.6 -0.5 1.5 0.1000
H 0.023433 1.713983 -0.841680 -0.4 -0.3 -0.7 0.1543
H -2.090915 1.071034 0.420391 1.4 -1.0 0.6 0.1418
H -1.729763 -0.549660 -0.174053 -1.3 -1.5 -0.1 0.0772
H 0.127501 -0.848766 3.242388 1.4 0.8 -0.6 0.1052
```
Positions in Å, forces in eV/Å.